C28H52FN7O2P2S | ωB97M-V/def2-TZVPD

## Properties
- Max |F|: 9.2 eV/A
- SMILES: Cc1ccc2c(c1)Nc1ccc(C[C@H](C)F)cc1S2.CN(C)P(=O)(N(C)C)N(C)C.CN(C)P(=O)(N(C)C)N(C)C
- Energy: -2811.7892 hartree
- E_LUMO: -1.3 eV
- Highest occupied orbital energy: -7.064 eV

```
! wB97M-V def2-TZVPD RIJCOSX def2/J DEFGRID3
* xyz 0 1
S -5.3319 -3.0165 5.5785
P -0.5771 0.1462 -0.4213
P 6.2748 1.9515 -2.4767
F -8.8928 -0.8801 1.6653
O -2.0476 0.6036 -0.2604
O 4.9368 1.9491 -1.6975
N -0.4371 1.0542 -1.8798
N 7.8130 1.9541 -3.3725
N 6.0038 3.5808 -2.9695
N 1.1134 -0.3797 -0.6061
N 5.6446 0.9141 -3.7043
N -1.0475 -1.4612 -0.8400
N -3.3185 -0.4166 4.5559
C 6.4077 4.2505 -4.1972
C -10.1690 -0.4660 2.3389
C 1.4833 -1.5303 0.2541
C -0.5995 -3.5627 3.8066
C -8.1475 0.1666 3.9202
C -2.8021 -1.8324 4.4611
C -9.7774 0.3276 3.7579
C -0.5482 2.5095 -1.7111
C 5.3545 1.3386 -5.0630
C -1.2440 -2.0221 3.8836
C -3.5820 -3.2026 4.9037
C 8.3828 0.6024 -3.5942
C 0.3674 0.7795 -3.0613
C 4.6400 -0.0723 -3.2941
C -5.9460 -1.4162 4.7810
C -7.5681 -1.2300 4.5652
C -5.3831 1.1186 3.7084
C -2.2745 -1.9791 -0.2264
C -4.8126 -0.3086 4.3681
C -2.9587 -4.7160 4.8148
C -1.4180 -4.9224 4.2683
C -0.9136 -2.0315 -2.1694
C 8.8725 2.6801 -2.6358
C -7.0286 1.3188 3.5236
C 2.0628 0.6874 -0.2159
C 5.9993 4.5615 -1.8754
C 0.9679 -3.8222 3.2848
C -11.0402 -1.8418 2.5941
H 0.0248 1.3831 -3.9103
H 5.8482 5.1842 -4.3295
H -2.3345 -1.6871 0.8276
H 5.4655 5.4759 -2.1576
H 6.2505 1.7219 -5.5563
H -10.7150 0.3180 1.6622
H 7.0157 4.8358 -1.5786
H 6.1897 3.6818 -5.0971
H 4.5787 -0.9003 -4.0103
H -8.2906 -2.0889 4.8957
H 1.3516 -4.8068 3.8153
H 0.9786 -2.4551 -0.0355
H -2.2945 -3.0754 -0.2392
H -7.4667 2.3383 3.0903
H 4.9085 -0.5226 -2.3324
H 9.0233 2.2536 -1.6379
H 1.9928 1.5637 -0.8598
H -0.9381 -6.0106 4.2316
H -1.1924 -3.0926 -2.1826
H 0.2876 -0.2445 -3.4158
H -10.1538 1.4448 3.7475
H -2.8112 0.1666 3.8254
H -10.2617 -0.3015 4.6475
H 0.3934 2.9462 -1.3661
H -10.6163 -2.4611 3.4989
H -4.6931 2.0154 3.3950
H 3.6464 0.3773 -3.2080
H 9.3709 0.6659 -4.0672
H -3.6128 -5.6527 5.1444
H -11.0263 -2.5667 1.6575
H 0.1285 -2.0293 -2.4965
H -0.5725 -1.1252 3.5348
H 8.4815 0.0580 -2.6482
H 3.0998 0.3435 -0.3032
H 1.6558 -2.9135 3.6379
H 8.6438 3.7382 -2.5116
H 5.0475 0.4937 -5.6922
H -12.1510 -1.5327 2.7980
H 0.9093 -3.9337 2.1206
H 1.8857 1.0169 0.8139
H 9.8232 2.6492 -3.1803
H 1.4278 1.0021 -2.9190
H 2.5541 -1.7547 0.1702
H -1.5416 -1.5131 -2.9002
H 5.4922 4.1791 -0.9844
H -0.8322 3.0020 -2.6479
H 7.4692 4.5095 -4.2148
H -3.1674 -1.6166 -0.7442
H 1.2495 -1.3259 1.3051
H -1.3186 2.7800 -0.9827
H 4.5552 2.0851 -5.0947
H 7.7825 -0.0034 -4.2771
*
```